(1)
The following is a quantum chemistry calculation of an isolated ion of composition C2H12N5P and charge +2 at a distorted geometry, from OMol25.

```
20
Properties=species:S:1:pos:R:3:forces:R:3
C -0.402951 0.638339 1.380225 0.562 -1.723 1.371
C -1.263084 -0.653136 -2.246425 2.207 2.468 0.970
N 0.097531 -0.177431 2.244002 0.032 0.176 1.389
N 1.015701 0.991680 -2.181897 -1.183 -3.588 -0.119
N -0.163895 0.331969 0.126136 4.654 -3.051 -2.483
N -0.185688 0.123320 3.627395 -1.760 4.361 0.153
N 1.107165 -0.705571 -0.149492 -2.414 2.773 -0.418
P -0.779739 0.862705 -1.336729 0.617 0.728 -1.755
H -1.027596 1.461358 1.523973 -1.180 1.407 0.620
H -0.625748 -1.434500 -2.402908 2.537 -1.944 0.230
H -1.531453 -0.433247 -3.208146 -1.270 1.240 -2.449
H -2.030789 -1.053952 -1.744342 -3.359 -1.255 1.856
H 1.572840 0.101998 -1.720108 -1.389 2.603 -0.920
H 0.838765 0.668766 -3.158415 0.251 0.472 0.617
H -0.257005 -0.621267 4.254288 -0.682 -2.708 0.490
H 0.496894 0.658449 4.141012 1.826 0.466 -0.517
H -0.984830 0.818831 3.872029 0.504 -1.659 -0.997
H 1.974959 -0.251708 0.182572 -0.931 -0.603 0.843
H 0.787379 -1.542502 0.283208 0.433 -0.764 0.753
H 1.449702 1.892032 -2.247572 0.548 0.603 0.365
```
Forces are in eV/Å.

Summary:
Gap between HOMO and LUMO   0.388 Eh
Molecular weight   137.13 Da
Energy   -697.7985 a.u.
Charge   +2
Energy above the lowest of the compared OMol25 structures with the same formula, charge and spin   1.720 eV
SMILES   CP([NH3+])N(N)/C=N/[NH3+]
Highest occupied orbital energy   -17.856 eV


(2)
The following is a quantum chemistry calculation of a 4-piece molecular cluster, C2H12NO3 overall at a distorted geometry, from OMol25.

```
18
Properties=species:S:1:pos:R:3:forces:R:3
C 1.723510 -0.417893 0.713472 1.174 -0.289 -1.185
C 1.461557 -1.447989 -1.561277 0.518 -0.256 0.301
N 1.083582 -0.604459 -0.558471 -0.687 0.215 -0.073
H 2.029479 0.629798 0.804825 -0.634 0.092 0.608
H 2.704608 -0.907364 0.664897 -0.266 -0.351 0.171
H 1.141547 -0.847500 1.528538 0.067 0.358 0.275
H 2.492469 -1.763380 -1.560570 0.147 -0.140 -0.052
H 0.938920 -1.391763 -2.500133 -0.129 0.091 -0.035
H 0.183782 -0.166111 -0.660596 0.009 0.071 0.092
H -2.412452 0.150710 3.794047 0.091 -0.004 -0.046
H -3.523551 0.168970 2.744978 0.374 0.078 0.063
O -2.575256 0.338089 2.863688 -0.506 -0.113 0.051
H 0.865500 2.416860 -2.384053 0.152 -0.045 0.293
H -0.268907 1.585890 -2.864502 -0.119 -0.207 0.211
O 0.260876 1.733690 -2.070710 -0.122 0.445 -0.646
H -2.610565 0.400094 -0.139861 0.365 -0.029 -0.003
H -1.778414 -0.006126 1.073577 0.058 0.126 -0.225
O -1.716683 0.128485 0.112151 -0.491 -0.040 0.203
```
Forces are in eV/Å.

Summary:
Gap between HOMO and LUMO (alpha / beta)   0.196 / 0.349 Eh
Molecular weight   98.12 Da
Energy   -363.7846 a.u.
Energy above the lowest of the compared OMol25 structures with the same formula, charge and spin   0.226 eV
<S²>   0.753
Highest occupied orbital energy (alpha / beta)   -4.944 / -9.093 eV
Multiplicity   2


(3)
The following is a quantum chemistry calculation of a 4-piece molecular cluster, C2H12NO3 overall at a distorted geometry, from OMol25.

```
18
Properties=species:S:1:pos:R:3:forces:R:3
C 1.562930 0.119041 1.088124 -2.213 -2.701 -1.904
C -0.272568 1.993617 1.163806 2.881 -1.242 0.383
N 0.938558 1.436728 1.319045 0.775 3.554 -0.641
H 0.660728 -0.618599 0.690485 2.126 1.421 2.079
H 2.182268 -0.162198 2.064984 -1.530 0.354 -2.468
H 2.109582 0.065827 0.074121 0.034 0.846 1.965
H -1.200035 1.675183 0.669776 0.808 -1.365 0.271
H -0.424599 2.958932 1.606673 0.663 0.696 -0.106
H 1.842172 2.136789 1.466219 -3.598 -1.616 0.326
H -1.990817 -2.192826 0.436275 1.097 -1.335 -1.848
H -2.927485 -2.056228 1.507426 0.945 1.468 -0.329
O -2.236059 -1.516792 1.018279 -1.961 -0.048 2.185
H -0.612691 -2.568878 -2.004446 -6.130 -2.873 0.900
H 0.845262 -2.848458 -1.781957 -0.602 0.236 -0.331
O 0.176414 -2.231417 -2.127803 6.782 2.764 -0.509
H -0.365439 1.145662 -2.702127 2.191 0.143 3.536
H 0.485367 0.270940 -1.679795 -0.049 -0.449 -0.287
O 0.195097 1.180811 -1.777041 -2.218 0.149 -3.219
```
Forces are in eV/Å.

Summary:
Gap between HOMO and LUMO   0.359 Eh
Molecular weight   98.12 Da
Energy   -363.5116 a.u.
Charge   +1
Energy above the lowest of the compared OMol25 structures with the same formula, charge and spin   3.790 eV
Highest occupied orbital energy   -14.917 eV


(4)
The following is a quantum chemistry calculation of a 4-piece molecular cluster, C2H12NO3 overall at a distorted geometry, from OMol25.

```
18
Properties=species:S:1:pos:R:3:forces:R:3
C 2.705976 0.638298 -0.265281 1.255 2.650 0.377
C 1.568472 -1.073914 -1.351799 0.965 -2.706 -1.227
N 1.515932 0.045722 -0.826340 2.731 0.628 1.390
H 3.167742 1.325652 -1.028688 -0.541 -0.770 0.356
H 3.487189 -0.106503 -0.032368 -0.735 0.321 0.268
H 2.453636 1.382798 0.549156 0.242 -1.469 -0.505
H 2.419390 -1.834879 -1.440430 -0.870 1.797 0.461
H 0.687682 -1.313454 -1.836473 -1.812 -1.163 -0.816
H 0.636125 0.516597 -0.711190 -1.214 0.559 -0.069
H -0.212609 -1.259192 1.781343 1.794 0.023 2.449
H 0.161136 -0.798211 3.271486 -0.352 0.180 0.166
O 0.506107 -1.281539 2.522184 -1.460 -0.167 -2.692
H -1.111301 1.802033 -0.994942 0.069 0.259 -0.315
H -1.856089 1.043918 0.064498 0.955 -0.454 -0.473
O -1.012163 1.006342 -0.466537 -1.254 0.301 0.634
H -4.605476 -0.063664 0.638013 0.369 0.718 -0.715
H -3.961027 -0.133875 -0.741341 -0.014 -0.389 -0.554
O -4.184519 0.491751 -0.059673 -0.128 -0.315 1.265
```
Forces are in eV/Å.

Summary:
Gap between HOMO and LUMO   0.373 Eh
Molecular weight   98.12 Da
Energy   -363.5859 a.u.
Charge   +1
Energy above the lowest of the compared OMol25 structures with the same formula, charge and spin   1.767 eV
Highest occupied orbital energy   -14.724 eV


(5)
The following is a quantum chemistry calculation of a 3-piece molecular cluster, C2H12NO3 overall at a distorted geometry, from OMol25.

```
18
Properties=species:S:1:pos:R:3:forces:R:3
C -1.842696 -1.579021 -0.291920 0.337 -0.255 1.012
O -2.913152 -0.812258 -0.036922 -1.053 0.651 0.540
C -0.539977 -1.089334 0.431530 0.621 0.847 -1.807
N -0.423030 0.409127 0.488606 -0.903 0.778 -0.580
H -2.014776 -2.631081 -0.091931 0.047 -0.356 -0.521
H -1.718572 -1.313089 -1.382846 0.348 -0.295 -0.476
H -3.789160 -1.273989 0.065019 0.140 0.012 -0.109
H 0.261804 -1.391226 -0.253777 0.176 -0.415 0.711
H -0.510582 -1.524159 1.423227 0.079 -0.067 0.168
H 0.005382 0.880910 -0.331902 0.644 -0.888 0.192
H -1.355197 0.836862 0.465788 -0.025 0.127 0.712
H 0.087041 0.767292 1.308067 0.238 -0.047 0.072
H 2.610835 2.877976 1.774726 0.072 0.017 0.114
H 1.992684 2.870471 0.381258 0.279 0.197 0.015
O 2.227274 2.292003 1.113766 -0.645 -0.305 -0.155
H 3.134064 -0.346348 -1.437723 0.128 0.108 -0.047
H 2.490068 0.912281 -2.063179 0.276 -0.122 -0.096
O 2.297990 0.113584 -1.561790 -0.760 0.013 0.255
```
Forces are in eV/Å.

Summary:
Gap between HOMO and LUMO (alpha / beta)   0.370 / 0.123 Eh
Molecular weight   98.12 Da
Energy   -363.0784 a.u.
Charge   +2
Energy above the lowest of the compared OMol25 structures with the same formula, charge and spin   0.736 eV
<S²>   0.754
Highest occupied orbital energy (alpha / beta)   -18.040 / -18.037 eV
Multiplicity   2


(6)
The following is a quantum chemistry calculation of a 4-piece molecular cluster, C2H12NO4 overall at a distorted geometry, from OMol25.

```
19
Properties=species:S:1:pos:R:3:forces:R:3
O -1.387628 -0.445961 -2.639084 0.859 0.283 0.144
C -1.763442 -0.595782 -1.512131 -0.775 -0.317 -1.446
C -1.276513 0.184366 -0.301675 -2.155 0.260 0.233
N 0.137375 0.018356 0.051348 2.023 -0.917 -0.517
H -2.623512 -1.310555 -1.400770 0.469 0.435 0.727
H -1.552908 1.245037 -0.309233 0.553 -0.128 -0.795
H -2.025870 -0.119744 0.437919 1.195 -0.458 0.799
H 0.359009 -0.032881 1.047086 -0.630 0.226 0.133
H 0.626013 -0.804877 -0.364239 -0.766 -0.508 0.238
H 0.797224 0.711208 -0.317475 -0.750 0.835 0.087
H 2.359473 -2.966439 -0.116592 -0.077 0.784 -0.215
H 1.027904 -3.190156 -0.694515 -0.279 0.243 -0.324
O 1.641247 -2.457384 -0.544076 0.205 -0.902 0.517
H 2.960454 0.725092 1.636104 -0.380 0.322 0.235
H 3.097934 2.190289 1.925307 -0.609 -0.074 0.011
O 2.407810 1.508376 1.820705 0.847 -0.366 -0.320
H -1.548878 1.787171 2.590456 -0.112 0.095 0.130
H -0.058156 1.872851 2.264371 0.086 0.254 0.136
O -0.916469 1.665072 1.878131 0.293 -0.067 0.229
```
Forces are in eV/Å.

Summary:
Gap between HOMO and LUMO   0.385 Eh
Molecular weight   114.12 Da
Energy   -438.8454 a.u.
Charge   +1
Energy above the lowest of the compared OMol25 structures with the same formula, charge and spin   1.024 eV
Highest occupied orbital energy   -13.978 eV


(7)
The following is a quantum chemistry calculation of a 2-piece molecular cluster, C2H12NSi2 overall at a distorted geometry, from OMol25.

```
17
Properties=species:S:1:pos:R:3:forces:R:3
C -1.186666 -0.428649 0.999276 0.462 2.023 -1.165
C 1.181149 0.508164 -0.579995 0.135 0.592 -1.572
N 0.062451 0.976266 0.216184 -1.788 -2.016 1.996
Si -2.670466 -0.247576 -0.363873 0.568 -1.801 0.855
Si 2.593331 -0.667436 0.004359 -0.142 0.477 -0.506
H -0.502803 -1.282764 1.179262 -0.402 0.700 -0.261
H -1.549774 0.081438 1.943492 0.796 -0.524 -1.047
H 0.735459 -0.046193 -1.364308 -0.363 -0.784 -1.206
H 1.541587 1.443350 -1.134502 0.223 -1.305 0.921
H -0.608742 1.568116 -0.280978 0.446 -0.024 0.158
H 0.532567 1.482533 0.938921 -0.645 0.666 1.093
H -2.770824 1.183137 -0.229668 -0.200 0.703 -0.394
H -2.421043 -0.857928 -1.743560 0.106 0.612 0.943
H -3.816946 -0.941204 0.312154 0.404 0.299 -0.276
H 2.444330 -2.125947 -0.056905 -0.703 -0.056 0.149
H 3.397132 -0.370235 -1.159770 0.771 0.186 -0.151
H 3.039254 -0.275073 1.319906 0.333 0.253 0.461
```
Forces are in eV/Å.

Summary:
Gap between HOMO and LUMO   0.397 Eh
Molecular weight   106.30 Da
Energy   -716.7540 a.u.
Charge   +1
Energy above the lowest of the compared OMol25 structures with the same formula, charge and spin   3.232 eV
Highest occupied orbital energy   -15.254 eV